No. 1
79
Properties=species:S:1:pos:R:3 method="wB97M-V/def2-TZVPD" smiles="CCO[C@@H]1OC(C(=O)N2CCN(Cc3ccc4c(c3)OCO4)CC2)=C[C@H](C2CCCCC2)[C@H]1CCCO" gap_ha=0.3241 multiplicity=1 homo_ev=-8.130
C -0.873 2.687 2.139
H -4.835 2.879 0.689
N -0.785 -2.056 -2.351
H 3.691 -3.708 -2.421
C -2.532 0.411 -0.434
H -6.082 4.187 -1.010
O -0.282 -0.286 -0.120
H 1.115 3.344 1.538
N 1.640 -3.488 -2.468
H 4.184 1.075 0.700
H -2.563 5.109 -1.949
C -1.744 -1.679 -1.480
H 0.586 -1.366 -3.722
H -1.723 -3.880 -2.616
H -1.354 2.950 -1.826
H 4.673 -3.139 4.319
H -0.620 -3.393 -3.937
C 3.567 -3.282 0.195
H -3.010 1.514 1.297
H -0.863 -0.050 1.834
C -2.942 2.888 -0.353
H -0.888 1.986 2.978
C -2.397 1.650 0.396
H 1.837 -6.219 2.104
C -4.480 4.273 -2.452
C -2.445 2.964 -1.798
H 4.063 -2.474 -0.316
C 2.919 -4.379 2.250
C -4.990 4.185 -1.018
O 4.080 -2.456 2.468
H 1.680 4.354 3.807
O -2.777 -2.313 -1.335
C 2.930 -4.312 -0.508
C -0.280 0.486 1.062
C -0.766 -3.413 -2.853
C -2.955 4.234 -2.474
H -4.651 5.061 -0.459
C 0.448 -1.370 -2.635
H 0.198 3.596 4.424
O 3.046 -4.178 3.598
H 1.850 -6.147 -0.370
H 3.571 -0.165 1.802
C 0.984 3.523 3.656
C -1.528 -0.425 -0.684
H 1.341 1.638 3.304
H -1.777 3.293 2.220
C 2.323 -5.351 0.184
C 3.750 -2.963 3.744
H 2.765 -5.221 -2.449
H -2.595 4.274 -3.504
C 2.816 -4.221 -2.011
C 1.609 -2.120 -1.981
C 0.386 -4.165 -2.183
H -4.836 5.193 -2.920
C 3.381 0.820 1.386
H -0.394 2.375 0.042
H -2.801 2.092 -2.351
H 0.442 -5.179 -2.584
H 0.184 -4.222 -1.100
C -4.472 2.919 -0.341
H 3.361 1.540 2.199
C 2.309 -5.408 1.576
C 2.058 0.827 0.639
H -4.870 3.431 -3.028
H -4.862 2.046 -0.867
H -2.586 3.779 0.176
H 3.122 -2.232 4.278
H 2.061 0.070 -0.151
C 0.350 3.610 2.267
O 1.016 0.534 1.570
C 3.544 -3.336 1.565
H 0.060 4.644 2.073
O 1.731 2.346 3.841
H 1.476 -2.073 -0.888
H 2.552 -1.638 -2.248
H 0.407 -0.343 -2.277
H 1.884 1.807 0.172
C -0.937 1.865 0.842
H -3.496 0.189 -0.860



No. 2
23
Properties=species:S:1:pos:R:3 method="wB97M-V/def2-TZVPD" gap_ha=0.4021 multiplicity=1 homo_ev=-14.077 total_charge=+1
H 2.878 2.284 2.854
H -1.157 1.688 -1.263
H 0.331 1.841 0.604
O 2.219 -1.401 1.201
H -2.461 0.550 -1.230
H -0.146 -0.251 -2.954
N 0.281 0.329 2.032
C -0.032 0.791 0.818
H -1.687 -2.303 -3.308
H 0.278 -0.723 2.323
N -0.639 -0.029 -0.033
H 0.697 0.894 2.738
O 2.114 2.250 3.369
C -1.342 0.605 -1.261
H -1.451 -2.273 -1.586
H -2.707 -1.596 -2.391
H 2.294 2.957 4.039
H -1.642 0.344 -3.282
H 3.036 -0.841 1.576
C -1.666 -1.656 -2.467
H 2.543 -2.145 0.850
C -1.088 -0.257 -2.483
H -0.655 -1.057 -0.145



No. 3
74
Properties=species:S:1:pos:R:3 method="wB97M-V/def2-TZVPD" smiles="O=C1OC[C@@H](F)O1.O=C1OC[C@@H](F)O1.O=C1OC[C@@H](F)O1.C[C@H]1COC(=O)O1.C[C@H]1COC(=O)O1.C[C@H]1COC(=O)O1.ClCCl" gap_ha=0.3905 multiplicity=1 homo_ev=-10.490
H -19.776 -6.884 -8.514
H -17.691 -1.334 -5.817
O -12.995 -2.305 -14.656
C -12.846 -1.670 -13.665
O -21.171 -1.588 -7.572
H -18.196 -7.952 -7.245
C -17.820 -7.635 -8.219
C -18.232 -2.418 -11.706
C -12.058 -0.041 -12.283
O -16.949 -6.529 -7.942
H -17.179 -4.108 -13.645
H -15.834 -3.839 -10.836
O -18.097 2.264 -13.172
O -19.963 1.709 -12.065
H -18.014 -0.150 -15.299
H -16.446 2.079 -14.397
Cl -11.513 -5.232 -13.799
H -19.952 -7.492 -11.032
O -16.889 -4.348 -8.494
O -14.971 -6.854 -12.326
F -18.092 2.364 -15.463
C -16.223 -3.441 -11.772
C -15.159 -7.814 -13.003
C -19.148 1.469 -12.888
H -16.360 -10.532 -13.603
O -11.826 -0.867 -13.404
O -13.780 -1.567 -12.693
C -19.758 -1.484 -7.823
H -14.488 -1.166 -9.973
H -18.405 0.057 -5.001
H -15.684 -9.295 -15.648
H -18.260 -7.580 -11.025
H -19.207 -1.560 -5.078
C -15.002 -9.209 -14.797
H -19.272 -8.879 -10.264
O -15.432 -9.055 -12.517
O -19.072 -1.639 -11.412
C -18.629 -0.810 -5.623
F -17.301 -5.578 -12.345
H -12.108 1.027 -12.488
C -12.240 -5.200 -12.174
C -18.877 -7.000 -9.129
H -12.815 -1.784 -10.316
H -13.077 -0.130 -9.771
H -11.325 -0.210 -11.499
H -19.483 -1.218 -8.843
C -15.399 -10.033 -13.532
H -12.283 -6.221 -11.808
O -14.884 -7.885 -14.305
H -19.268 -2.427 -7.583
H -17.066 -0.239 -13.795
H -18.755 0.290 -7.542
F -14.353 -10.852 -13.222
Cl -11.353 -4.257 -11.015
C -17.335 -5.446 -8.610
O -18.457 -3.700 -12.063
C -13.503 -0.938 -10.372
O -19.125 0.369 -13.687
O -20.566 0.299 -6.557
C -13.498 -0.481 -11.812
C -19.357 -0.333 -6.879
H -14.224 0.302 -12.033
H -15.375 -3.219 -12.423
O -16.905 -2.204 -11.661
C -17.244 -4.250 -12.566
C -21.577 -0.593 -6.753
H -14.049 -9.437 -15.278
O -22.667 -0.530 -6.285
C -17.856 0.303 -14.325
O -18.345 -5.736 -9.478
C -19.124 -7.807 -10.392
H -13.269 -4.877 -12.291
H -17.371 -8.528 -8.659
C -17.496 1.799 -14.362



No. 4
11
Properties=species:S:1:pos:R:3 method="wB97M-V/def2-TZVPD" smiles=CC#CCS gap_ha=0.3689 multiplicity=1 homo_ev=-9.130
H 2.547 -0.565 0.930
H 2.467 -1.465 -0.527
H -1.911 1.468 0.853
C -1.674 0.836 -0.039
H 2.990 0.189 -0.586
S -2.906 -0.572 -0.190
H -2.388 -1.326 0.829
C -0.283 0.406 -0.140
C 2.254 -0.501 -0.110
H -1.986 1.492 -0.830
C 0.890 0.038 -0.191



No. 5
27
Properties=species:S:1:pos:R:3 method="wB97M-V/def2-TZVPD" gap_ha=0.3617 multiplicity=1 homo_ev=-12.686 total_charge=+1
H -0.595 -1.616 2.013
H -1.237 -0.534 1.074
H 2.796 2.721 1.174
H 2.055 -0.268 3.554
H 1.421 2.263 0.757
C 0.714 -0.970 0.488
N -0.351 -0.765 1.526
C -0.223 0.649 -2.019
H -2.679 -1.454 -1.020
H 1.211 -0.012 0.337
H -0.467 0.621 -3.097
H 0.093 0.018 2.070
H -0.390 -2.386 -0.856
C -0.613 2.049 -1.498
H 0.900 -1.472 -1.585
O 0.105 2.557 -0.678
H 0.875 0.044 4.416
O 1.092 -0.271 3.542
H 1.429 -1.765 0.717
H -1.887 -1.735 -2.539
O 2.104 2.123 1.400
C 0.112 -1.418 -0.827
C -2.100 -0.948 -1.806
N -0.900 -0.357 -1.220
H -1.588 2.431 -1.830
H 0.854 0.649 -1.895
H -2.730 -0.151 -2.197



No. 6
28
Properties=species:S:1:pos:R:3 method="wB97M-V/def2-TZVPD" gap_ha="0.3114 / 0.1922" multiplicity=1 homo_ev="-15.547 / -13.773" total_charge=+2
N -2.458 2.290 -0.904
H 0.035 1.265 1.705
I -5.682 -0.263 0.265
H 3.264 0.359 0.688
H -2.422 -0.094 -2.221
H 1.913 0.316 -1.554
C 2.161 -1.325 -0.176
C -0.805 0.651 -0.805
H 1.503 -2.052 0.267
C -2.518 -0.821 -0.151
C 0.834 0.955 1.068
C 1.299 -0.409 -0.962
N 0.323 0.182 -0.179
C -3.774 -0.680 0.004
H -0.688 2.501 0.053
H 1.417 1.883 0.748
H 2.109 0.362 2.682
H -1.841 -1.413 0.508
N -1.300 1.829 -0.482
H -1.092 -1.221 -1.742
H 0.889 -0.952 -1.775
H 2.937 -1.813 -0.756
N 2.733 -0.523 0.950
H 0.952 -1.025 2.101
H 3.430 -1.083 1.534
C 1.573 -0.052 1.807
C -1.710 -0.391 -1.376
H -3.082 1.522 -1.296